2 unconnected molecules or ions with the total composition C3H8IN3 in a non-equilibrium geometry. Source: OMol25; level of theory: the ωB97M-V functional and the def2-TZVPD basis.

As for the charge: 0. The HOMO-LUMO gap comes out at 0.3051 Ha. As for the SMILES: [H]/N=N\I.C/C=N/C. The calculation puts the calculated total energy at -15807.715 eV.

Atoms and positions in Å:
C (-0.63, 0.72, -1.38)
C (0.62, -1.94, 0.88)
C (-0.44, -0.04, -0.09)
N (0.33, 2.51, 0.65)
N (0.88, 1.45, 0.85)
N (0.37, -1.04, -0.21)
I (2.96, 0.96, 0.58)
H (-0.90, 0.09, -2.27)
H (0.32, 1.17, -1.68)
H (-1.37, 1.53, -1.15)
H (0.25, -2.97, 0.63)
H (1.75, -2.26, 0.82)
H (0.26, -1.75, 1.93)
H (-0.82, 0.38, 0.82)
H (0.87, 3.18, 0.09)